# 1
The following is a quantum chemistry calculation of a cluster of 10 separate species, C54H144BF4N9O18 in total at a distorted geometry, from the Open Molecules 2025 dataset.

Results
Highest occupied orbital energy (spin up / spin down), eV: -23.3 / -23.3
E_LUMO (spin up / spin down), eV: -15.8 / -21.4
E_tot, Eh: -4410.83985
Spin multiplicity: 2
Maximum force, eV/A: 4.554
Kohn-Sham gap (spin up / spin down), eV: 7.531 / 1.894
Net charge: +9

Last columns: bonded neighbours and bond lengths (Å).
Element x y z (Å)
1 C -1.870 -4.427 1.253  O2 1.456, H12 1.090, H13 1.090, H14 1.090
2 O -0.988 -4.269 0.106  C1 1.456, C3 1.389
3 C -1.202 -5.218 -0.886  O2 1.389, C4 1.555, H15 1.090, H16 1.090
4 C 0.019 -5.146 -1.845  C3 1.555, N5 1.551, H17 1.090, H18 1.090
5 N -0.095 -3.786 -2.581  C4 1.551, H6 1.010, H7 1.010, C8 1.514
6 H -0.134 -3.085 -1.856  N5 1.010
7 H 0.578 -3.486 -3.272  N5 1.010
8 C -1.422 -3.564 -3.277  N5 1.514, C9 1.500, H19 1.090, H20 1.090
9 C -1.308 -2.245 -3.982  C8 1.500, O10 1.475, H21 1.090, H22 1.090
10 O -0.006 -1.965 -4.614  C9 1.475, C11 1.423
11 C -0.070 -1.113 -5.752  O10 1.423, H23 1.090, H24 1.090, H25 1.090
12 H -1.673 -5.267 1.920  C1 1.090
13 H -2.872 -4.488 0.827  C1 1.090
14 H -1.781 -3.631 1.992  C1 1.090
15 H -2.196 -5.274 -1.329  C3 1.090
16 H -1.218 -6.200 -0.412  C3 1.090
17 H -0.093 -6.024 -2.481  C4 1.090
18 H 0.909 -5.218 -1.219  C4 1.090
19 H -2.304 -3.472 -2.643  C8 1.090
20 H -1.615 -4.353 -4.004  C8 1.090
21 H -1.690 -1.444 -3.349  C9 1.090
22 H -2.072 -2.372 -4.749  C9 1.090
23 H -0.282 -0.051 -5.625  C11 1.090
24 H -0.808 -1.573 -6.408  C11 1.090
25 H 0.761 -1.271 -6.439  C11 1.090
26 C 2.587 -0.575 -3.112  O27 1.424, H37 1.090, H38 1.090, H39 1.090
27 O 3.925 -0.423 -2.647  C26 1.424, C28 1.451
28 C 4.487 -1.571 -1.960  O27 1.451, C29 1.566, H40 1.090, H41 1.090
29 C 5.457 -2.265 -2.974  C28 1.566, N30 1.575, H42 1.090, H43 1.090
30 N 6.595 -1.258 -3.390  C29 1.575, H31 1.010, H32 1.010, C33 1.560
31 H 6.048 -0.414 -3.296  N30 1.010
32 H 7.281 -1.283 -2.649  N30 1.010
33 C 7.342 -1.492 -4.739  N30 1.560, C34 1.443, H44 1.090, H45 1.090
34 C 7.721 -0.124 -5.001  C33 1.443, O35 1.468, H46 1.090, H47 1.090
35 O 6.582 0.799 -5.084  C34 1.468, C36 1.378
36 C 7.000 2.034 -5.529  O35 1.378, H48 1.090, H49 1.090, H50 1.090
37 H 2.140 0.377 -3.398  C26 1.090
38 H 1.934 -1.216 -2.519  C26 1.090
39 H 2.568 -1.277 -3.945  C26 1.090
40 H 3.679 -2.172 -1.543  C28 1.090
41 H 4.945 -1.177 -1.052  C28 1.090
42 H 4.898 -2.450 -3.891  C29 1.090
43 H 5.702 -3.275 -2.647  C29 1.090
44 H 6.535 -1.701 -5.441  C33 1.090
45 H 8.141 -2.232 -4.688  C33 1.090
46 H 8.072 -0.174 -6.032  C34 1.090
47 H 8.538 0.159 -4.338  C34 1.090
48 H 6.049 2.564 -5.580  C36 1.090
49 H 7.529 2.076 -6.481  C36 1.090
50 H 7.599 2.622 -4.834  C36 1.090
51 C 1.221 9.164 5.336  O52 1.451, H62 1.090, H63 1.090, H64 1.090
52 O -0.137 8.782 4.999  C51 1.451, C53 1.420
53 C -0.543 8.771 3.638  O52 1.420, C54 1.522, H65 1.090, H66 1.090
54 C -0.258 7.411 3.016  C53 1.522, N55 1.588, H67 1.090, H68 1.090
55 N -0.687 6.185 3.930  C54 1.588, H56 1.010, H57 1.010, C58 1.527
56 H -0.573 6.517 4.877  N55 1.010
57 H -1.691 6.077 3.883  N55 1.010
58 C 0.042 4.852 3.781  N55 1.527, C59 1.582, H69 1.090, H70 1.090
59 C -0.443 3.994 2.544  C58 1.582, O60 1.363, H71 1.090, H72 1.090
60 O -1.773 3.702 2.489  C59 1.363, C61 1.398
61 C -2.088 2.909 1.381  O60 1.398, H73 1.090, H74 1.090, H75 1.090
62 H 1.385 9.320 6.402  C51 1.090
63 H 1.658 10.036 4.849  C51 1.090
64 H 1.854 8.339 5.009  C51 1.090
65 H -0.257 9.682 3.112  C53 1.090
66 H -1.618 8.935 3.707  C53 1.090
67 H 0.826 7.306 2.969  C54 1.090
68 H -0.780 7.254 2.073  C54 1.090
69 H -0.329 4.383 4.692  C58 1.090
70 H 1.047 5.236 3.958  C58 1.090
71 H 0.042 3.027 2.679  C59 1.090
72 H -0.033 4.495 1.667  C59 1.090
73 H -3.110 2.550 1.261  C61 1.090
74 H -1.513 2.006 1.587  C61 1.090
75 H -1.649 3.421 0.525  C61 1.090
76 C 5.771 2.903 -2.290  O77 1.432, H87 1.090, H88 1.090, H89 1.090
77 O 4.751 3.345 -1.385  C76 1.432, C78 1.428
78 C 4.812 4.731 -1.044  O77 1.428, C79 1.521, H90 1.090, H91 1.090
79 C 3.871 5.123 0.084  C78 1.521, N80 1.539, H92 1.090, H93 1.090
80 N 2.467 4.532 -0.135  C79 1.539, H81 1.010, H82 1.010, C83 1.529
81 H 1.846 4.876 0.584  N80 1.010
82 H 2.369 4.899 -1.071  N80 1.010
83 C 2.127 3.047 0.001  N80 1.529, C84 1.539, H94 1.090, H95 1.090
84 C 2.712 2.343 1.238  C83 1.539, O85 1.391, H96 1.090, H97 1.090
85 O 2.687 3.247 2.295  C84 1.391, C86 1.486
86 C 3.374 2.834 3.546  O85 1.486, H98 1.090, H99 1.090, H100 1.090
87 H 5.780 3.476 -3.217  C76 1.090
88 H 5.545 1.874 -2.569  C76 1.090
89 H 6.788 3.083 -1.943  C76 1.090
90 H 4.403 5.275 -1.895  C78 1.090
91 H 5.836 5.037 -0.826  C78 1.090
92 H 3.705 6.201 0.076  C79 1.090
93 H 4.059 4.739 1.086  C79 1.090
94 H 2.441 2.569 -0.926  C83 1.090
95 H 1.043 2.954 0.066  C83 1.090
96 H 3.739 2.047 1.024  C84 1.090
97 H 2.084 1.512 1.561  C84 1.090
98 H 4.435 2.624 3.415  C86 1.090
99 H 2.999 1.891 3.944  C86 1.090
100 H 3.354 3.602 4.320  C86 1.090
101 C -6.087 -4.785 8.493  O102 1.428, H112 1.090, H113 1.090, H114 1.090
102 O -5.042 -3.820 8.374  C101 1.428, C103 1.427
103 C -3.803 -4.112 9.020  O102 1.427, C104 1.552, H115 1.090, H116 1.090
104 C -3.060 -2.764 9.220  C103 1.552, N105 1.551, H117 1.090, H118 1.090
105 N -2.854 -1.850 7.984  C104 1.551, H106 1.010, H107 1.010, C108 1.512
106 H -3.766 -1.506 7.721  N105 1.010
107 H -2.251 -1.063 8.174  N105 1.010
108 C -2.239 -2.487 6.757  N105 1.512, C109 1.611, H119 1.090, H120 1.090
109 C -1.159 -1.511 6.068  C108 1.611, O110 1.452, H121 1.090, H122 1.090
110 O -1.766 -0.414 5.336  C109 1.452, C111 1.364
111 C -0.867 0.526 4.924  O110 1.364, H123 1.090, H124 1.090, H125 1.090
112 H -6.179 -5.653 7.840  C101 1.090
113 H -6.997 -4.186 8.451  C101 1.090
114 H -5.982 -5.222 9.486  C101 1.090
115 H -3.201 -4.703 8.330  C103 1.090
116 H -3.882 -4.693 9.939  C103 1.090
117 H -2.055 -2.977 9.584  C104 1.090
118 H -3.498 -2.190 10.037  C104 1.090
119 H -2.801 -3.123 6.073  C108 1.090
120 H -1.588 -3.174 7.297  C108 1.090
121 H -0.581 -2.147 5.397  C109 1.090
122 H -0.406 -1.158 6.772  C109 1.090
123 H -0.187 0.267 4.113  C111 1.090
124 H -0.095 0.911 5.590  C111 1.090
125 H -1.455 1.391 4.616  C111 1.090
126 C 3.601 1.315 -7.209  O127 1.455, H137 1.090, H138 1.090, H139 1.090
127 O 2.462 2.170 -6.907  C126 1.455, C128 1.449
128 C 2.146 3.043 -8.019  O127 1.449, C129 1.537, H140 1.090, H141 1.090
129 C 1.193 4.148 -7.534  C128 1.537, N130 1.597, H142 1.090, H143 1.090
130 N 0.062 3.376 -6.712  C129 1.597, H131 1.010, H132 1.010, C133 1.520
131 H -0.418 2.765 -7.357  N130 1.010
132 H 0.435 2.793 -5.976  N130 1.010
133 C -0.876 4.150 -5.800  N130 1.520, C134 1.538, H144 1.090, H145 1.090
134 C -1.288 3.278 -4.601  C133 1.538, O135 1.421, H146 1.090, H147 1.090
135 O -0.262 2.446 -4.079  C134 1.421, C136 1.392
136 C -0.546 1.806 -2.877  O135 1.392, H148 1.090, H149 1.090, H150 1.090
137 H 4.365 1.705 -7.881  C126 1.090
138 H 3.246 0.325 -7.495  C126 1.090
139 H 4.187 1.191 -6.298  C126 1.090
140 H 1.725 2.451 -8.833  C128 1.090
141 H 3.018 3.638 -8.291  C128 1.090
142 H 0.730 4.538 -8.440  C129 1.090
143 H 1.642 4.888 -6.871  C129 1.090
144 H -1.668 4.618 -6.383  C133 1.090
145 H -0.247 4.953 -5.417  C133 1.090
146 H -2.031 2.567 -4.963  C134 1.090
147 H -1.879 3.732 -3.806  C134 1.090
148 H -0.898 2.492 -2.106  C136 1.090
149 H 0.416 1.399 -2.564  C136 1.090
150 H -1.331 1.050 -2.854  C136 1.090
151 C -4.144 1.920 -2.203  O152 1.403, H162 1.090, H163 1.090, H164 1.090
152 O -4.454 1.618 -3.538  C151 1.403, C153 1.445
153 C -5.077 2.704 -4.259  O152 1.445, C154 1.596, H165 1.090, H166 1.090
154 C -5.199 2.320 -5.803  C153 1.596, N155 1.528, H167 1.090, H168 1.090
155 N -5.735 0.892 -5.892  C154 1.528, H156 1.010, H157 1.010, C158 1.578
156 H -5.621 0.364 -5.039  N155 1.010
157 H -6.734 0.873 -6.042  N155 1.010
158 C -4.942 -0.027 -6.900  N155 1.578, C159 1.559, H169 1.090, H170 1.090
159 C -5.346 -1.529 -6.786  C158 1.559, O160 1.402, H171 1.090, H172 1.090
160 O -4.986 -1.999 -5.515  C159 1.402, C161 1.412
161 C -5.229 -3.385 -5.404  O160 1.412, H173 1.090, H174 1.090, H175 1.090
162 H -5.018 2.153 -1.596  C151 1.090
163 H -3.516 2.809 -2.267  C151 1.090
164 H -3.502 1.143 -1.788  C151 1.090
165 H -4.458 3.600 -4.310  C153 1.090
166 H -6.026 3.069 -3.866  C153 1.090
167 H -4.226 2.259 -6.291  C154 1.090
168 H -5.967 2.956 -6.246  C154 1.090
169 H -3.937 0.206 -6.548  C158 1.090
170 H -5.335 0.343 -7.847  C158 1.090
171 H -4.770 -1.963 -7.602  C159 1.090
172 H -6.392 -1.673 -7.058  C159 1.090
173 H -6.258 -3.649 -5.651  C161 1.090
174 H -5.115 -3.567 -4.335  C161 1.090
175 H -4.535 -3.838 -6.112  C161 1.090
176 C -5.705 -3.477 5.133  O177 1.441, H187 1.090, H188 1.090, H189 1.090
177 O -4.796 -2.487 4.611  C176 1.441, C178 1.393
178 C -5.480 -1.296 4.381  O177 1.393, C179 1.577, H190 1.090, H191 1.090
179 C -4.668 -0.435 3.339  C178 1.577, N180 1.508, H192 1.090, H193 1.090
180 N -4.792 -0.904 1.910  C179 1.508, H181 1.010, H182 1.010, C183 1.529
181 H -5.178 -1.834 1.984  N180 1.010
182 H -5.636 -0.524 1.508  N180 1.010
183 C -3.590 -0.785 0.972  N180 1.529, C184 1.513, H194 1.090, H195 1.090
184 C -3.902 -1.391 -0.378  C183 1.513, O185 1.497, H196 1.090, H197 1.090
185 O -5.230 -0.878 -0.839  C184 1.497, C186 1.427
186 C -5.597 -1.294 -2.154  O185 1.427, H198 1.090, H199 1.090, H200 1.090
187 H -5.189 -4.367 5.494  C176 1.090
188 H -6.494 -3.614 4.394  C176 1.090
189 H -6.129 -3.112 6.068  C176 1.090
190 H -5.686 -0.683 5.258  C178 1.090
191 H -6.485 -1.510 4.018  C178 1.090
192 H -3.655 -0.569 3.717  C179 1.090
193 H -4.821 0.644 3.369  C179 1.090
194 H -2.797 -1.258 1.552  C183 1.090
195 H -3.474 0.298 0.929  C183 1.090
196 H -4.140 -2.449 -0.267  C184 1.090
197 H -3.092 -1.114 -1.053  C184 1.090
198 H -4.766 -1.195 -2.853  C186 1.090
199 H -6.374 -0.635 -2.541  C186 1.090
200 H -5.932 -2.328 -2.242  C186 1.090
201 C 1.392 -3.034 2.078  O202 1.425, H212 1.090, H213 1.090, H214 1.090
202 O 2.510 -3.504 2.827  C201 1.425, C203 1.399
203 C 2.171 -4.757 3.350  O202 1.399, C204 1.549, H215 1.090, H216 1.090
204 C 3.292 -5.262 4.291  C203 1.549, N205 1.582, H217 1.090, H218 1.090
205 N 3.763 -4.118 5.277  C204 1.582, H206 1.010, H207 1.010, C208 1.570
206 H 4.152 -3.480 4.597  N205 1.010
207 H 2.872 -3.722 5.538  N205 1.010
208 C 4.692 -4.632 6.435  N205 1.570, C209 1.561, H219 1.090, H220 1.090
209 C 6.176 -4.440 5.991  C208 1.561, O210 1.428, H221 1.090, H222 1.090
210 O 6.622 -5.208 4.872  C209 1.428, C211 1.489
211 C 6.939 -6.651 5.062  O210 1.489, H223 1.090, H224 1.090, H225 1.090
212 H 1.202 -3.688 1.227  C201 1.090
213 H 1.682 -2.079 1.642  C201 1.090
214 H 0.534 -2.828 2.719  C201 1.090
215 H 1.739 -5.419 2.598  C203 1.090
216 H 1.354 -4.539 4.037  C203 1.090
217 H 4.154 -5.698 3.786  C204 1.090
218 H 2.954 -6.150 4.824  C204 1.090
219 H 4.558 -5.644 6.817  C208 1.090
220 H 4.514 -3.998 7.303  C208 1.090
221 H 6.917 -4.472 6.789  C209 1.090
222 H 6.371 -3.440 5.605  C209 1.090
223 H 6.332 -6.989 5.902  C211 1.090
224 H 7.929 -6.839 5.476  C211 1.090
225 H 6.834 -7.207 4.130  C211 1.090
226 B -0.203 -0.562 0.069  F227 1.369, F228 1.388, F229 1.400, F230 1.336
227 F -0.390 -1.672 -0.711  B226 1.369
228 F 1.084 -0.112 -0.189  B226 1.388
229 F -1.093 0.436 -0.345  B226 1.400
230 F -0.411 -0.820 1.363  B226 1.336

=====

# 2
The following is a quantum chemistry calculation of an isolated molecule of C2H6N2O3, from the Open Molecules 2025 dataset.

Results
Highest occupied orbital energy, eV: -9.7
E_LUMO, eV: 0.7
E_tot, Eh: -414.90245
Relative energy (zero: lowest compared OMol25 entry of this formula, charge and spin), kcal per mole: 121.21
SMILES: NCC(=O)NOO
Maximum force, eV/A: 0.867
Kohn-Sham gap, eV: 10.433

Last columns: bonded neighbours and bond lengths (Å).
Element x y z (Å)
1 N -2.403 -0.494 -0.177  C2 1.447, H8 1.015, H9 1.017
2 C -1.290 0.385 0.106  N1 1.447, C3 1.533, H10 1.097, H11 1.094
3 C 0.073 -0.262 -0.170  C2 1.533, O4 1.205, N5 1.369
4 O 0.245 -1.135 -0.983  C3 1.205
5 N 1.063 0.236 0.634  C3 1.369, O6 1.361, H12 1.013
6 O 2.344 -0.225 0.615  N5 1.361, O7 1.428
7 O 3.190 0.584 -0.203  O6 1.428, H13 0.964
8 H -2.383 -1.298 0.443  N1 1.015
9 H -2.318 -0.850 -1.126  N1 1.017
10 H -1.374 1.266 -0.542  C2 1.097
11 H -1.356 0.712 1.148  C2 1.094
12 H 0.893 1.006 1.269  N5 1.013
13 H 3.316 0.076 -1.012  O7 0.964